{
  "formula": "C15H16AuCl5NOSSi",
  "method": "wB97M-V/def2-TZVPD",
  "species": ["Au", "S", "C", "C", "C", "C", "C", "N", "H", "H", "H", "H", "Cl", "C", "C", "C", "Cl", "C", "Cl", "C", "Cl", "C", "Cl", "C", "Si", "C", "C", "O", "H", "H", "H", "H", "H", "H", "H", "H", "H", "C", "H", "H", "H"],
  "xyz": [[1.0059, 0.7664, 0.5098], [3.1003, 0.8235, -1.0557], [3.4154, -0.6417, -0.2079], [4.5718, -1.4210, -0.3443], [4.6706, -2.5832, 0.3907], [3.6348, -2.9514, 1.2507], [2.5322, -2.1251, 1.3356], [2.4330, -1.0064, 0.6242], [5.3549, -1.0974, -1.0159], [5.5484, -3.2111, 0.2966], [3.6891, -3.8608, 1.8329], [1.6821, -2.3517, 1.9688], [0.1551, 2.5226, -2.4242], [-0.9245, 2.7368, -1.0865], [-0.6287, 2.1068, 0.1082], [-1.5324, 2.2836, 1.1544], [-1.2819, 1.4525, 2.6524], [-2.6696, 3.0780, 1.0278], [-3.7497, 3.2894, 2.3546], [-2.9353, 3.6993, -0.1899], [-4.3423, 4.6772, -0.3679], [-2.0656, 3.5174, -1.2592], [-2.4228, 4.2471, -2.7825], [-0.9531, -1.8905, -2.2288], [-1.6287, -1.4262, -0.5152], [-2.3023, -3.0138, 0.2996], [-3.1290, -0.3021, -0.8513], [-0.5417, -0.8017, 0.4518], [-1.6727, -2.4592, -2.8255], [-0.0466, -2.4943, -2.1248], [-0.6847, -0.9924, -2.7924], [-3.1656, -3.4178, -0.2393], [-2.6103, -2.7978, 1.3252], [-1.5273, -3.7842, 0.3349], [-3.9446, -0.8367, -1.3471], [-2.8462, 0.5402, -1.4887], [-3.5183, 0.1102, 0.0850], [2.1923, 2.2295, 1.6553], [2.4729, 3.0286, 0.9727], [3.0866, 1.7433, 2.0477], [1.5786, 2.6143, 2.4678]],
  "total_charge": -1,
  "spin_multiplicity": 3,
  "homo_lumo_gap_ev": [6.00, 6.58],
  "s2": 2.013,
  "largest_force_ev_per_a": 0.73,
  "total_energy_ev": -104371.068,
  "molar_mass_g_mol": 660.68
}